C3H13NO2S | wB97M-V/def2-TZVPD

Values from the calculation:
2S+1: 2
Kohn-Sham gap (alpha / beta): 2.2 / 9.1 eV
Total charge: -1
Lowest unoccupied orbital energy (alpha / beta): 3.18 / 3.11 eV
Energy above the lowest of the compared OMol25 structures with the same formula, charge and spin: 0.540 eV
HOMO (alpha / beta): 0.95 / -6.03 eV
<S²>: 0.7504

Geometry as XYZ:
```
20
Properties=species:S:1:pos:R:3:lowdin_charge:R:1
C -0.94 -1.30 -1.16 -0.4859
C -0.79 0.19 -1.44 -0.3337
C -1.72 1.14 -0.66 -0.5668
S -0.87 2.63 0.01 0.5954
N -0.25 -1.64 0.10 -0.0692
H -0.40 -1.80 -1.96 0.0383
H -2.00 -1.53 -1.07 0.0546
H 0.26 0.44 -1.34 0.0581
H -0.91 0.43 -2.50 0.0858
H -2.04 0.63 0.23 0.0224
H -2.54 1.44 -1.31 0.0498
H 0.37 2.19 -0.18 -0.1764
H -0.13 -2.65 0.20 -0.0114
H -0.78 -1.28 0.90 0.0412
H 2.26 0.03 3.02 0.0048
H 2.34 1.50 2.82 0.0139
O 2.20 0.85 3.52 -0.1112
H 1.21 -0.65 0.33 -0.0213
H 2.68 -0.44 -0.11 0.0052
O 2.06 -0.19 0.60 -0.1935
```

=====

C3H13NO2S | wB97M-V/def2-TZVPD

Values from the calculation:
2S+1: 2
Kohn-Sham gap (alpha / beta): 2.8 / 9.1 eV
Total charge: -1
Lowest unoccupied orbital energy (alpha / beta): 3.28 / 3.37 eV
Energy above the lowest of the compared OMol25 structures with the same formula, charge and spin: 0.000 eV
HOMO (alpha / beta): 0.53 / -5.74 eV
<S²>: 0.7504

Geometry as XYZ:
```
20
Properties=species:S:1:pos:R:3:lowdin_charge:R:1
C 0.99 1.21 -1.26 -0.0992
C -0.28 0.38 -1.16 -0.5610
C -1.01 0.77 0.13 -0.5965
S -2.47 -0.25 0.53 0.5252
N -1.15 0.48 -2.33 0.0135
H 1.65 0.85 -0.46 0.0571
H 1.55 1.08 -2.18 0.0659
H 0.81 2.28 -1.08 0.0689
H 0.02 -0.65 -1.02 0.0842
H -1.38 1.81 0.11 0.0609
H -0.36 0.71 1.00 0.0356
H -1.81 -1.08 1.37 -0.1895
H -1.93 1.11 -2.18 0.0484
H -1.53 -0.42 -2.60 0.0491
H 1.16 -0.91 2.30 -0.0365
H 1.38 0.33 3.18 0.0089
O 0.74 -0.35 2.98 -0.1513
H 1.65 -3.09 0.96 -0.0206
H 0.48 -2.15 0.82 -0.0386
O 1.47 -2.13 0.90 -0.3243
```

=====

C3H13NO2S | wB97M-V/def2-TZVPD

Values from the calculation:
Kohn-Sham gap: 9.0 eV
Total charge: 0
Lowest unoccupied orbital energy: 0.31 eV
Energy above the lowest of the compared OMol25 structures with the same formula, charge and spin: 0.569 eV
SMILES string: C[C@H](N)CS.O.O
HOMO: -8.71 eV

Geometry as XYZ:
```
20
Properties=species:S:1:pos:R:3:lowdin_charge:R:1
C -0.07 1.14 -2.48 -0.0847
C -0.44 0.26 -1.26 -0.5052
C -0.26 1.18 -0.04 -0.5379
S -0.76 0.37 1.50 0.7106
N -1.88 -0.04 -1.42 0.0186
H 0.84 1.71 -2.28 0.0707
H 0.00 0.57 -3.41 0.0702
H -0.82 1.92 -2.60 0.0716
H 0.25 -0.58 -1.19 0.1186
H -0.96 2.00 -0.22 0.0724
H 0.76 1.54 -0.04 0.0588
H 0.40 0.22 2.15 -0.1613
H -2.45 0.19 -0.62 0.0422
H -2.04 -1.01 -1.62 0.0684
H 2.37 -0.96 0.51 0.0158
H 3.14 0.10 1.31 0.0197
O 2.49 -0.02 0.65 -0.0359
H 1.47 -2.83 1.64 0.0384
H -0.05 -2.56 1.49 0.0233
O 0.79 -2.54 1.03 -0.0744
```

=====

C3H13NO2S | wB97M-V/def2-TZVPD

Values from the calculation:
Kohn-Sham gap: 9.2 eV
Total charge: 0
Lowest unoccupied orbital energy: 0.56 eV
Energy above the lowest of the compared OMol25 structures with the same formula, charge and spin: 0.756 eV
SMILES string: CNCCS.O.O
HOMO: -8.62 eV

Geometry as XYZ:
```
20
Properties=species:S:1:pos:R:3:lowdin_charge:R:1
C 2.07 0.97 -1.95 -0.1578
N 1.20 0.15 -1.16 -0.1493
C 0.08 0.90 -0.58 -0.2975
C -0.83 0.00 0.23 -0.5646
S -0.07 -1.07 1.48 0.7125
H 2.76 1.55 -1.34 0.0762
H 1.52 1.70 -2.57 0.0743
H 2.70 0.42 -2.66 0.0748
H 0.80 -0.64 -1.65 0.1010
H 0.42 1.76 -0.01 0.0969
H -0.52 1.26 -1.44 0.1171
H -1.49 0.67 0.78 0.0700
H -1.45 -0.65 -0.39 0.0143
H 0.76 -1.72 0.64 -0.1398
H 0.91 2.68 2.63 0.0387
H 0.29 1.30 2.51 -0.0303
O 0.08 2.24 2.47 -0.0712
H -2.67 -2.21 -1.01 0.0462
H -2.58 -1.97 -2.56 0.0453
O -2.09 -2.00 -1.74 -0.0566
```

=====

C3H13NO3 | wB97M-V/def2-TZVPD

Values from the calculation:
2S+1: 2
Kohn-Sham gap (alpha / beta): 2.5 / 4.7 eV
Total charge: -1
Lowest unoccupied orbital energy (alpha / beta): 2.75 / 2.72 eV
Energy above the lowest of the compared OMol25 structures with the same formula, charge and spin: 2.411 eV
HOMO (alpha / beta): 0.20 / -2.02 eV
<S²>: 0.7544

Geometry as XYZ:
```
20
Properties=species:S:1:pos:R:3:lowdin_charge:R:1
C -2.26 1.92 1.18 -0.2284
C -1.73 1.17 0.12 -0.4309
N -1.49 -0.28 0.18 -0.1637
C -0.71 -0.64 -1.00 -0.2438
H -3.25 1.85 1.64 -0.0508
H -1.76 2.81 1.60 -0.0544
H -1.20 1.82 -0.59 0.0358
H -2.42 -0.65 0.25 0.0809
H 0.29 -0.26 -1.10 0.0522
H -0.57 -1.74 -1.20 0.0621
H -1.33 -0.31 -1.83 0.0339
H 1.71 1.63 3.05 0.0318
H 1.57 0.62 2.05 0.0263
O 1.99 0.71 2.91 -0.0870
H 1.05 -2.64 1.43 0.0176
H 0.81 -1.40 2.30 0.0097
O 1.28 -2.25 2.28 -0.0857
H 1.95 -0.58 -4.35 0.0430
H 3.20 -1.20 -4.80 0.0229
O 2.89 -0.59 -4.12 -0.0714
```

=====

C3H13NO3 | wB97M-V/def2-TZVPD

Values from the calculation:
2S+1: 2
Kohn-Sham gap (alpha / beta): 2.0 / 7.5 eV
Total charge: -1
Lowest unoccupied orbital energy (alpha / beta): 2.66 / 2.61 eV
Energy above the lowest of the compared OMol25 structures with the same formula, charge and spin: 2.587 eV
HOMO (alpha / beta): 0.62 / -4.86 eV
<S²>: 0.7506

Geometry as XYZ:
```
20
Properties=species:S:1:pos:R:3:lowdin_charge:R:1
N 0.55 -0.90 -1.65 -0.0799
C 1.37 -0.20 -2.64 -0.3596
C 3.09 0.64 -0.90 -0.0431
C 2.78 0.01 -2.03 -0.2141
H 0.86 -1.92 -1.50 0.0775
H -0.13 -0.53 -0.96 -0.0015
H 0.82 0.67 -2.96 0.0719
H 1.37 -0.73 -3.66 0.0990
H 4.20 0.73 -0.80 0.0538
H 2.35 0.86 -0.21 0.0191
H 3.51 0.05 -2.90 0.0913
H -1.88 -2.90 2.30 -0.0428
H -0.86 -2.73 1.21 0.0418
O -0.96 -2.75 2.25 -0.2099
H -1.95 5.15 4.63 0.1553
H -3.27 4.92 3.57 0.0027
O -3.08 5.14 4.48 -0.1737
H -2.70 -2.32 -1.29 -0.0107
H -2.00 -0.99 -0.72 -0.0784
O -1.91 -1.97 -0.71 -0.3986
```